Formula: C23H30N2O4
Source: OMol25
Level of theory: ωB97M-V/def2-TZVPD

Computed properties:
Energy (eV): -35509.2164
HOMO level (hartree): -0.3064
Structure (SMILES): CCOc1ccc(C(=O)NCC(=O)N[C@H](C)CCc2ccccc2)cc1OCC
Relative energy (zero: lowest compared OMol25 entry of this formula, charge and spin) (eV): 0.9662
F_max (hartree/bohr): 0.014
Kohn-Sham gap (hartree): 0.32912

ORCA input file:
```
! wB97M-V def2-TZVPD RIJCOSX def2/J DEFGRID3
* xyz 0 1
C -6.9641 -2.3497 -1.6638
C -7.2565 -1.3172 -0.5789
O -6.3521 -0.2316 -0.6027
C -5.0922 -0.3900 -0.1298
C -4.6015 -1.5069 0.5278
C -3.2952 -1.5384 0.9856
C -2.4587 -0.4486 0.8082
C -1.0700 -0.5441 1.3182
O -0.4783 -1.6120 1.4150
N -0.4992 0.6204 1.7016
C 0.8470 0.6888 2.2294
C 1.8928 0.6835 1.0980
O 2.5654 1.6601 0.8330
N 1.9537 -0.4958 0.4702
C 2.7876 -0.7780 -0.6807
C 1.9012 -1.1743 -1.8597
C 3.7799 -1.8918 -0.3315
C 4.8428 -1.4280 0.6741
C 5.8503 -0.5228 0.0218
C 6.9141 -1.0669 -0.6883
C 7.8343 -0.2506 -1.3203
C 7.7004 1.1259 -1.2526
C 6.6431 1.6770 -0.5499
C 5.7239 0.8591 0.0847
C -2.9375 0.6792 0.1352
C -4.2349 0.7206 -0.3386
O -4.7952 1.7458 -1.0341
C -4.0910 2.9592 -1.1945
C -4.0772 3.8057 0.0758
H -7.7205 -3.1293 -1.6412
H -5.9859 -2.8014 -1.5187
H -6.9788 -1.8701 -2.6390
H -8.2313 -0.8561 -0.7601
H -7.2765 -1.7861 0.4129
H -5.2301 -2.3664 0.6958
H -2.9144 -2.4113 1.4920
H -0.9943 1.4862 1.5733
H 0.9580 1.6027 2.8131
H 1.0096 -0.1844 2.8687
H 1.3065 -1.2246 0.7601
H 3.3320 0.1424 -0.9145
H 1.1960 -0.3779 -2.0862
H 2.5076 -1.3612 -2.7417
H 1.3400 -2.0756 -1.6209
H 4.2727 -2.2302 -1.2443
H 3.2223 -2.7335 0.0865
H 4.3519 -0.9081 1.4987
H 5.3524 -2.3061 1.0773
H 7.0237 -2.1416 -0.7419
H 8.6581 -0.6886 -1.8659
H 8.4188 1.7651 -1.7453
H 6.5314 2.7500 -0.4939
H 4.8994 1.3006 0.6251
H -2.2711 1.5053 -0.0593
H -3.0707 2.7758 -1.5553
H -4.6399 3.4846 -1.9807
H -3.5813 3.2817 0.8895
H -3.5575 4.7414 -0.1116
H -5.0971 4.0220 0.3825
*
```

Want to see where the charge sits? The Mulliken charges in e are: number 1, C, carries -1.0888; number 2, C, carries -0.4726; number 3, O, carries -0.4968; number 4, C, carries 1.0576; number 5, C, carries -0.3432; number 6, C, carries -1.2778; number 7, C, carries -0.0974; number 8, C, carries 0.5231; number 9, O, carries -0.7710; number 10, N, carries -0.0365; number 11, C, carries -1.3160; number 12, C, carries 0.8751; number 13, O, carries -0.6761; number 14, N, carries 0.1154; number 15, C, carries 0.2692; number 16, C, carries -1.7307; number 17, C, carries -0.9702; number 18, C, carries -1.1128; number 19, C, carries 0.5550; number 20, C, carries -0.3724; number 21, C, carries -0.5841; number 22, C, carries -0.3856; number 23, C, carries -0.7546; number 24, C, carries -0.1493; number 25, C, carries -0.2847; number 26, C, carries 0.3714; number 27, O, carries -0.5287; number 28, C, carries -0.4464; number 29, C, carries -1.0452; number 30, H, carries 0.3787; number 31, H, carries 0.3496; number 32, H, carries 0.3128; number 33, H, carries 0.3559; number 34, H, carries 0.3616; number 35, H, carries 0.3488; number 36, H, carries 0.4460; number 37, H, carries 0.2058; number 38, H, carries 0.3958; number 39, H, carries 0.3098; number 40, H, carries 0.3549; number 41, H, carries 0.3681; number 42, H, carries 0.3976; number 43, H, carries 0.4474; number 44, H, carries 0.3302; number 45, H, carries 0.4461; number 46, H, carries 0.4130; number 47, H, carries 0.3978; number 48, H, carries 0.4427; number 49, H, carries 0.3897; number 50, H, carries 0.3674; number 51, H, carries 0.3752; number 52, H, carries 0.4040; number 53, H, carries 0.2955; number 54, H, carries 0.5504; number 55, H, carries 0.3635; number 56, H, carries 0.3578; number 57, H, carries 0.3054; number 58, H, carries 0.3791; number 59, H, carries 0.3231